(1)
{
  "formula": "C4H9NO",
  "method": "the ωB97M-V functional and the def2-TZVPD basis",
  "symbols": ["C", "C", "O", "C", "C", "N", "H", "H", "H", "H", "H", "H", "H", "H", "H"],
  "positions_angstrom": [[0.205, -1.738, 0.581], [0.237, -0.789, -0.649], [-1.002, -0.701, -1.306], [0.528, 0.576, -0.030], [0.011, 1.908, -0.432], [-0.739, 1.076, 0.497], [-0.677, -2.378, 0.531], [1.101, -2.361, 0.663], [0.130, -1.175, 1.522], [0.986, -1.128, -1.377], [-1.488, -0.085, -0.705], [1.402, 0.579, 0.619], [-0.479, 2.101, -1.383], [0.526, 2.763, 0.002], [-0.740, 1.353, 1.467]],
  "total_charge": 0,
  "e_above_lowest_kcal_mol": 51.8,
  "fmax_ha_per_bohr": 0.0123,
  "smiles": "C[C@@H](O)[C@H]1CN1",
  "homo_lumo_gap_ev": 10.6846,
  "e_tot_ev": -7830.075,
  "e_lumo_ev": 0.99,
  "homo_energy_ev": -9.70
}


(2)
{
  "formula": "CH3N3O",
  "method": "the ωB97M-V functional and the def2-TZVPD basis",
  "symbols": ["N", "N", "N", "C", "O", "H", "H", "H"],
  "positions_angstrom": [[0.236, -0.074, -0.081], [1.454, 0.411, 0.274], [-0.552, 0.607, -0.712], [-2.053, -0.072, -0.626], [-2.028, -0.891, 0.321], [-0.973, -0.896, 0.664], [1.770, 1.225, -0.245], [2.147, -0.311, 0.405]],
  "total_charge": 0,
  "e_above_lowest_kcal_mol": 107.6,
  "fmax_ha_per_bohr": 0.0435,
  "homo_lumo_gap_ev": 9.3517,
  "e_tot_ev": -7598.936,
  "e_lumo_ev": 0.09,
  "homo_energy_ev": -9.26
}